(1)
This record from the OMol25 dataset describes a 2-piece molecular cluster, C4H11NO2 overall. The level of theory is ωB97M-V with the def2-TZVPD basis set.

## Properties
Orbital gap = 0.39036 Eh
Energy above the lowest of the compared OMol25 structures with the same formula, charge and spin = 3.226 eV
HOMO = -0.36240 Ha
E_tot = -364.1496 a.u.
F_max = 8.0 eV/Å
Multiplicity = 1

Structure (XYZ):
```
18
C4H11NO2 (ωB97M-V with the def2-TZVPD basis set)
C -3.214 -0.736 -0.003
N -2.197 0.369 -0.001
C -0.885 0.144 -0.169
C -0.222 1.490 -0.064
O -0.326 -0.901 -0.084
H -3.076 -1.495 0.821
H -4.208 -0.451 0.449
H -3.211 -1.204 -0.924
H -2.480 1.227 -0.025
H -1.008 2.334 0.211
H 0.555 1.866 -0.866
H 0.334 1.729 0.965
C 3.549 -0.276 -0.504
O 2.828 -0.145 0.766
H 4.697 -0.361 -0.201
H 2.992 -1.236 -0.823
H 3.286 0.504 -1.220
H 2.120 -0.854 0.605
```

Löwdin atomic charge list, values in e, 2 entries: atom 1 (C): -0.0349, atom 2 (N): 0.0290

=====

(2)
This record from the OMol25 dataset describes C4H11NO2 as an isolated structure. The level of theory is ωB97M-V with the def2-TZVPD basis set.

## Properties
Orbital gap (alpha / beta) = 0.31386 / 0.31383 Eh
Energy above the lowest of the compared OMol25 structures with the same formula, charge and spin = 7.264 eV
HOMO (alpha / beta) = -0.29163 / -0.29158 Ha
E_tot = -364.0012 a.u.
F_max = 4.3 eV/Å
Multiplicity = 1

Structure (XYZ):
```
18
C4H11NO2 (ωB97M-V with the def2-TZVPD basis set)
C -0.348 1.463 1.148
C 0.643 0.779 -1.676
C -0.860 0.283 0.366
C -0.450 0.013 -0.992
H -1.920 0.100 0.534
H -1.274 -0.242 -1.653
H 0.736 1.564 1.065
H -0.583 1.340 2.208
H -0.805 2.393 0.798
H 0.251 1.710 -2.101
H 1.051 0.174 -2.492
H 1.469 1.024 -1.006
N 0.359 -1.789 -1.009
O -0.246 -1.169 1.084
O 0.657 -1.264 2.216
H 0.244 -2.013 2.679
H -0.167 -2.597 -0.674
H 1.243 -1.772 -0.496
```

Löwdin atomic charge list, values in e, 2 entries: atom 1 (C): -0.0575, atom 2 (C): -0.0936

=====

(3)
This record from the OMol25 dataset describes one molecule with the formula C4H11NO2. The level of theory is ωB97M-V with the def2-TZVPD basis set.

## Properties
Orbital gap = 0.30957 Eh
Energy above the lowest of the compared OMol25 structures with the same formula, charge and spin = 5.707 eV
HOMO = -0.28158 Ha
E_tot = -364.0584 a.u.
F_max = 7.4 eV/Å
Multiplicity = 1

Structure (XYZ):
```
18
C4H11NO2 (ωB97M-V with the def2-TZVPD basis set)
C -2.067 0.524 -0.996
O -0.420 0.835 -0.535
C -0.387 -0.289 0.210
C -0.860 -0.170 1.646
N 1.335 -0.329 0.285
C 2.124 -0.593 -0.899
O 1.965 0.685 1.069
H -2.719 -0.178 -0.479
H -1.918 0.180 -2.016
H -2.487 1.521 -0.898
H -0.590 -1.257 -0.262
H -0.323 -0.867 2.293
H -1.934 -0.364 1.717
H -0.683 0.841 2.020
H 2.379 0.321 -1.455
H 3.061 -1.096 -0.626
H 1.563 -1.244 -1.573
H 1.961 1.479 0.500
```

Löwdin atomic charge list, values in e, 2 entries: atom 1 (C): 0.0697, atom 2 (O): -0.1011